C3H2BrClFO2 | the ωB97M-V functional and the def2-TZVPD basis

## Properties
- energy (hartree) = -3400.10055
- charge = -1

Geometry as XYZ:
```
10
Properties=species:S:1:pos:R:3:forces:R:3:lowdin_charge:R:1
C -0.46147 1.98725 -0.20341 -0.0984 -1.7366 0.2880 -0.573
C 0.48091 -1.12235 -0.37900 2.7985 -0.2392 -0.1077 -0.734
C -0.20392 -0.17513 0.51886 -2.7820 0.4902 0.5897 -0.788
O -1.52514 2.21597 0.22668 -0.3934 0.7396 0.1007 0.110
O 0.54844 2.08823 -0.79123 0.6027 0.7699 -0.4137 0.085
F -1.60599 -0.70600 0.92073 2.4771 0.2896 -0.6316 -0.259
Cl -0.43282 -1.34311 -1.94447 0.5615 0.0867 0.5719 0.468
Br 0.84036 -0.20674 2.18063 0.0853 -0.1213 0.2662 0.545
H 0.81993 -2.12236 0.00326 -1.0142 0.4162 -0.3190 0.052
H 1.53970 -0.61575 -0.53206 -2.2373 -0.6950 -0.3447 0.095
```
Forces are in eV/Å.

C18H54AlN9O3P3 | the ωB97M-V functional and the def2-TZVPD basis

## Properties
- energy (hartree) = -2702.29994
- charge = +3

Geometry as XYZ:
```
88
Properties=species:S:1:pos:R:3:forces:R:3:lowdin_charge:R:1
Al 0.36237 0.16892 -0.36212 -0.3045 0.0739 -0.0730 1.078
O 0.16388 2.89200 -1.19233 0.3019 -0.3285 -0.0846 -0.419
P -0.13640 4.32209 -1.47493 0.9124 1.1127 0.3118 0.528
N -1.13991 5.01306 -0.39132 -0.3325 0.4915 -0.2016 -0.292
C -2.44833 4.39722 -0.16394 0.1996 -0.6525 0.2598 -0.087
C -0.83733 6.15454 0.46592 1.0057 -0.4737 1.1643 -0.073
N -0.73489 4.62054 -2.97603 -0.3599 -0.6475 0.4499 -0.270
C -1.98385 5.35644 -3.19079 0.1513 -0.0080 -0.4786 -0.058
C -0.06989 4.01501 -4.12677 0.3048 1.2973 -0.4238 -0.063
N 1.27710 5.31600 -1.45926 -0.8678 -1.1806 0.2195 -0.230
C 1.24814 6.64743 -2.02129 -0.7605 0.1175 0.0629 -0.053
C 2.35490 4.89925 -0.59430 0.1672 -0.2648 0.1177 -0.078
H -2.39007 3.81690 0.76255 -0.2542 0.2265 0.1443 0.094
H -2.68762 3.65438 -0.92560 0.0397 0.2005 -0.2311 0.078
H -3.24709 5.13283 -0.10697 0.0428 0.0577 -0.0369 0.103
H -0.88854 7.15281 0.03606 -0.5424 -0.0817 -0.2517 0.088
H 0.16186 6.08405 0.91108 0.1704 -0.0932 -0.4725 0.077
H -1.42362 6.06051 1.38048 -0.5315 0.3014 -0.3302 0.100
H -2.11759 6.19861 -2.51814 0.2120 -0.0820 0.2088 0.088
H -1.97373 5.77086 -4.19878 -0.0566 -0.1294 -0.0407 0.104
H -2.83689 4.68596 -3.07780 -0.1274 0.0346 -0.1705 0.093
H 0.50474 4.82475 -4.59875 -0.0323 -0.1495 -0.2907 0.095
H 0.66938 3.26092 -3.87272 -0.3268 -0.2296 0.2913 0.085
H -0.79196 3.67622 -4.86698 -0.0432 -0.2674 0.1411 0.101
H 2.07473 7.22542 -1.62069 0.0849 0.0564 -0.2758 0.107
H 1.19535 6.64430 -3.11415 0.5759 -0.0790 -0.0104 0.095
H 0.30711 7.14573 -1.75152 0.1249 0.0887 0.1829 0.081
H 2.49943 3.82085 -0.68771 -0.0494 0.0198 0.0391 0.080
H 2.08381 5.10153 0.45165 0.1823 -0.0020 0.0534 0.093
H 3.30657 5.38147 -0.80862 -0.1677 0.2061 -0.1948 0.103
O 1.34592 -0.73004 2.20981 0.2846 1.1158 -0.4047 -0.387
P 2.12141 -1.28292 3.32997 0.1268 -2.7150 0.9674 0.559
N 3.81532 -1.30954 3.06177 -0.9556 -0.5807 0.0930 -0.218
C 4.44589 -0.24163 2.37899 0.1928 1.7472 -0.9062 -0.087
C 4.66886 -2.21360 3.79289 0.3654 -0.6142 -0.1738 -0.069
N 1.72861 -2.87303 3.66760 1.2935 1.5408 0.1908 -0.304
C 2.08976 -3.89066 2.67394 -0.7273 0.1883 0.5283 -0.057
C 0.72591 -3.26164 4.65417 -0.2553 -0.6491 -0.3779 -0.082
N 2.04496 -0.49984 4.79605 -1.0702 0.5861 -0.5544 -0.225
C 2.43378 -1.00908 6.09931 0.9345 0.1006 0.1556 -0.052
C 1.74358 0.95024 4.74774 0.5053 -0.5366 0.0366 -0.031
H 5.33007 -0.51473 1.79625 -0.1078 -0.4583 0.1241 0.115
H 4.79236 0.59082 3.01872 0.0423 -0.4109 0.4375 0.114
H 3.75152 0.27606 1.71007 -0.0912 -0.4081 -0.0582 0.083
H 5.43186 -1.64656 4.32839 -0.0614 -0.1517 0.2827 0.113
H 5.20427 -2.90749 3.12454 0.1251 0.4511 -0.3715 0.119
H 4.11798 -2.94395 4.38580 -0.1974 0.6055 0.4344 0.091
H 1.97370 -4.83746 3.20234 0.1536 -0.1833 -0.3868 0.106
H 1.37895 -3.82505 1.84310 0.2155 -0.3076 -0.1039 0.074
H 3.11436 -3.78280 2.33013 -0.0348 -0.0253 -0.0900 0.076
H 1.11322 -4.00338 5.35818 0.2146 0.1756 0.0450 0.101
H 0.32610 -2.41077 5.19543 -0.0836 -0.0017 -0.0874 0.083
H -0.07412 -3.78124 4.11692 -0.2364 0.2870 0.1417 0.098
H 3.50641 -0.85182 6.29152 0.0402 0.1727 -0.2132 0.112
H 1.93532 -0.40684 6.85445 -0.2623 -0.3070 0.1152 0.105
H 2.30150 -2.07819 6.24452 -0.4117 0.0937 -0.2050 0.084
H 1.41933 1.21538 5.74833 0.0559 0.3715 -0.0328 0.098
H 0.97183 1.20177 4.02435 -0.0292 -0.2809 -0.0344 0.087
H 2.66059 1.48063 4.46864 -0.0704 0.2783 0.2489 0.101
O -1.55210 -1.79720 -1.28034 0.3355 0.1525 -0.1626 -0.423
P -2.11668 -2.97271 -1.99780 -0.9236 -1.0149 -0.7378 0.577
N -3.83572 -2.96478 -1.99375 1.5276 0.7910 -0.7622 -0.223
C -4.48856 -1.72147 -1.57360 0.1249 -0.3597 0.3807 -0.067
C -4.55778 -3.80883 -2.92995 -0.5789 -0.7030 0.1135 -0.090
N -1.72504 -4.38698 -1.18936 0.1274 -0.7778 0.1392 -0.240
C -2.41615 -5.63585 -1.43545 -0.4955 -1.2360 0.2833 -0.088
C -0.61101 -4.44877 -0.26843 0.6944 0.8625 -0.2552 -0.086
N -1.68295 -3.32035 -3.57620 -0.3719 0.6257 0.8352 -0.313
C -2.02303 -2.25196 -4.57594 0.8069 -0.4749 1.4648 -0.051
C -0.41496 -4.02598 -3.85223 -0.4513 0.4334 -0.3069 -0.072
H -5.09607 -1.35114 -2.40007 -0.0014 0.1612 0.0711 0.098
H -3.71902 -1.01179 -1.28157 -0.1608 0.1318 -0.0895 0.063
H -5.12676 -1.89290 -0.70299 -0.1430 -0.0461 -0.1031 0.103
H -3.98340 -4.06050 -3.82181 0.1384 0.1228 0.0942 0.084
H -5.50790 -3.37109 -3.23524 0.1369 0.3192 0.1024 0.102
H -4.83559 -4.76201 -2.46668 0.0620 -0.0017 0.0832 0.090
H -1.87049 -6.51282 -1.07737 0.5546 0.4062 0.0106 0.100
H -3.34050 -5.73551 -0.85312 -0.1830 0.4441 -0.1423 0.105
H -2.64573 -5.88899 -2.47091 0.0471 0.6173 -0.1662 0.094
H -0.55091 -5.37743 0.28941 -0.5037 0.0418 0.1332 0.098
H 0.34910 -4.38148 -0.80442 -0.0611 -0.0531 -0.1910 0.098
H -0.61219 -3.55934 0.36839 -0.1348 -0.2068 0.2755 0.074
H -1.67539 -2.61903 -5.53428 -0.3914 0.1972 -0.2553 0.092
H -3.08581 -2.03216 -4.51702 -0.0499 -0.0534 -0.3617 0.078
H -1.45728 -1.36629 -4.27644 -0.0887 0.2472 -0.4859 0.082
H 0.47305 -3.45318 -3.57409 0.0154 -0.0017 0.0888 0.088
H -0.41303 -4.13206 -4.93525 0.2892 -0.3282 0.0236 0.091
H -0.39903 -5.01061 -3.39362 0.0042 0.0044 0.0397 0.080
```
Forces are in eV/Å.

C10H16NO3S | the ωB97M-V functional and the def2-TZVPD basis

## Properties
- energy (hartree) = -1068.86483
- charge = +1
- SMILES = CS(=O)(=O)[N+](=O)[C@]12C[C@@H]3C[C@H](C1)[C@@H](C3)C2

Geometry as XYZ:
```
31
Properties=species:S:1:pos:R:3:forces:R:3:lowdin_charge:R:1
C -2.60209 3.30559 -0.90062 0.1626 -0.6306 0.4670 -0.080
S -0.98908 2.48808 -1.17186 -0.4189 2.4991 -2.5090 0.726
O 0.11071 3.20612 -0.62660 -0.7159 -0.4467 0.8886 -0.205
O -0.82398 1.89761 -2.45953 -0.7106 -0.1774 0.2332 -0.231
N -1.38264 0.98163 -0.20440 -0.8850 0.5014 0.4286 -0.088
O -2.50941 0.83175 0.16214 1.7529 -0.6879 -0.1515 0.202
C -0.29140 0.04989 -0.08592 0.0121 -0.9516 0.4270 -0.428
C 0.08668 -0.08447 1.41867 1.8814 1.0370 -0.2161 -0.037
C 1.14814 -1.13465 1.69887 -1.0235 -0.5971 0.2350 -0.281
C 2.32907 -0.96636 0.79338 3.2253 0.5494 0.3521 -0.122
C 1.68339 -1.12940 -0.55646 -0.9078 0.2406 -1.8820 -0.200
C 0.95370 0.22350 -0.91659 1.9976 2.6550 -1.0663 -0.075
C 0.50007 -2.15429 -0.30792 0.2926 1.0683 -3.0257 -0.230
C 0.66142 -2.42286 1.11004 -2.2701 -2.4397 2.7003 -0.158
C -0.76081 -1.29036 -0.54791 -2.8657 -2.8588 1.5319 -0.060
H -3.44758 2.92690 -1.59154 1.7072 0.6446 1.0564 0.128
H -2.69186 2.86347 0.12003 -0.9447 1.1591 -0.5493 0.059
H -2.46499 4.42044 -0.83092 0.0136 -1.2702 -0.3341 0.108
H -0.72244 -0.22681 2.03658 -2.3207 -0.6969 1.0366 0.109
H 0.56986 0.76589 1.84125 0.0605 1.5961 -0.3676 0.133
H 1.23346 -1.19230 2.80822 0.5278 0.1396 -0.8438 0.177
H 2.81238 0.04361 0.77351 -0.1375 -0.8762 0.5680 0.135
H 3.14817 -1.75997 1.03622 -1.4362 1.4122 -0.5320 0.168
H 2.28516 -1.44958 -1.41665 0.2209 0.2421 0.5753 0.155
H 1.53340 1.13493 -0.48805 -0.6377 -1.5620 -0.9238 0.143
H 0.80191 0.48148 -2.06881 0.1772 -1.1382 2.6401 0.165
H 0.56647 -2.98384 -1.03954 -0.2307 0.2491 0.7856 0.166
H 1.46016 -3.14870 1.30991 -0.7022 -0.4008 -0.0292 0.139
H -0.38523 -2.71672 1.52604 2.0162 -0.0810 -0.1925 0.164
H -1.16349 -1.29940 -1.57147 0.4489 0.1989 0.1845 0.145
H -1.64916 -1.66118 0.14995 1.7105 0.6226 -1.4873 0.171
```
Forces are in eV/Å.

Values of energy above the lowest of the compared OMol25 structures with the same formula, charge and spin, in order: 23.80 8.82 82.17, all in kcal/mol.
Values of HOMO-LUMO gap, in order: 7.03 1.58 7.33, all in eV.